Below is 2 unconnected molecules or ions with the total composition C53H67N5O3 at a distorted geometry, with properties calculated with wB97M-V/def2-TZVPD.

XYZ file:
```
128
Properties=species:S:1:pos:R:3:forces:R:3
C -0.813887 -2.092176 -5.525218 -0.27 -0.37 0.64
C -0.567819 -1.824996 -4.154350 -0.43 -0.02 -0.36
C -3.258097 -1.514150 4.645812 -0.34 0.54 -0.51
C -1.657820 -3.145104 -5.878475 -0.12 0.12 0.04
H 1.015127 -5.887809 0.661219 0.03 0.26 -0.01
N -5.056561 -0.044805 3.910385 -0.98 -0.07 0.50
H -0.826557 1.706118 -0.992972 0.27 0.03 0.06
C 2.122463 -3.960473 -6.510244 -0.03 -0.13 -0.21
C 1.144704 -4.798382 0.720981 0.22 -0.15 0.18
C 4.004315 1.078588 -3.836317 0.12 0.02 -0.19
H 0.158291 -6.436749 -1.271006 -0.08 0.31 -0.41
H -7.010877 -0.689868 3.604946 0.05 -0.08 -0.21
C -2.218376 -3.506084 -3.557988 -0.13 0.04 -0.23
C 0.249550 -4.052147 -0.282154 0.19 -0.46 0.04
C -1.411924 -2.432376 -3.185041 0.22 0.07 -0.60
C 1.704444 1.930692 -3.446291 -0.14 0.01 0.21
H -3.302743 0.730478 2.066768 0.17 -0.21 0.21
N 2.612393 1.224418 3.713142 0.33 -0.99 0.23
C 0.130109 1.379345 -1.424455 -0.23 -0.27 0.25
C -2.304541 -3.908061 -4.897649 0.06 0.22 0.08
H 1.188146 -2.181267 0.372364 -0.25 0.03 -0.20
H -1.465211 -2.000948 -2.176119 0.29 -0.48 -0.46
H -0.936336 1.166172 -3.942450 -0.13 0.19 0.10
H -4.565476 1.380909 5.382403 -0.26 -0.09 -0.21
H -5.794074 -1.397823 2.491115 -0.16 0.25 0.11
H 3.176107 3.108968 3.075596 -0.08 0.08 0.17
H 6.596534 -1.134065 -2.790730 -0.24 -0.03 -0.17
H 3.060313 3.338443 -6.221930 0.00 -0.14 -0.02
H 3.169143 2.884206 4.839971 -0.12 0.10 -0.15
C 0.201539 -2.598185 0.156801 0.04 0.44 0.35
H 5.270446 -2.055432 4.483312 0.10 -0.10 -0.27
H 4.954716 -1.266496 -2.202923 0.13 0.00 -0.37
C 5.848529 1.323158 -2.109179 -0.08 0.29 0.21
C -3.745511 -0.505236 3.782297 1.01 -0.27 -0.07
H 0.088324 -7.128779 -3.654532 0.25 0.18 0.13
H 0.546211 -2.805380 3.714405 0.10 0.21 -0.33
H 6.769363 0.874358 -1.700345 -0.30 0.19 -0.12
C 0.535944 3.705583 -2.137005 0.26 0.20 0.09
H 3.786511 -0.161699 -0.752057 -0.20 -0.10 -0.05
H 7.465013 0.356660 -4.091290 -0.33 0.12 0.09
H -1.651637 -4.309619 0.791877 0.20 0.04 -0.20
C 3.966825 -4.386928 -4.878141 0.06 -0.21 0.24
H -1.592723 -2.785341 5.135653 -0.09 0.26 0.02
H 3.104360 -2.787940 -0.585166 -0.08 0.11 -0.06
H -6.351918 0.299449 2.281673 -0.07 -0.19 -0.09
H -5.635024 1.983362 4.071663 0.12 0.02 0.14
C 0.749744 -4.407636 -1.713691 -0.05 -0.09 0.12
C -1.581514 -0.402546 2.710402 0.72 -0.24 0.14
H -1.718641 2.446694 -2.980016 0.26 -0.07 -0.15
H -1.823142 -3.372432 -6.931937 0.07 0.01 0.22
C 0.459179 -5.735748 -2.052330 -0.14 -0.24 -0.14
C -1.200009 -4.568603 -0.176986 -0.38 -0.11 0.00
C 5.546752 -0.938108 -3.056696 0.07 -0.56 0.29
H 0.929391 -4.479615 1.751311 0.02 -0.10 -0.25
H -0.927410 -0.017777 1.926807 -0.14 0.04 0.25
H 4.390854 -4.176900 -3.885432 -0.08 0.02 -0.21
C 1.054092 -5.326210 -4.316112 0.06 -0.10 -0.05
C 0.497871 -0.907455 -3.805500 0.51 0.28 0.77
O 2.894761 -2.695325 2.854711 -0.31 1.85 0.99
C 2.732006 1.004091 -3.142987 0.00 0.21 -0.79
H -0.327124 -2.563830 1.119118 -0.06 -0.06 -0.25
H 0.604431 4.416862 -2.972410 -0.01 -0.18 0.28
H -0.345155 3.973545 -1.533983 0.23 -0.12 -0.17
H 1.611418 3.003839 3.955539 0.10 0.03 -0.01
H 2.080466 -1.556745 -5.467263 0.24 -0.14 0.10
C 0.487506 -6.155924 -3.364521 0.04 -0.03 0.25
C 2.650924 -3.613884 -5.101663 -0.30 -0.07 0.03
H 1.434141 3.823728 -1.514182 -0.20 0.04 -0.10
C -1.954439 -1.958816 4.522461 0.85 0.06 -0.21
H 1.131911 -5.728217 -5.324774 -0.02 0.27 0.34
C 5.418568 0.547862 -3.362772 -0.15 -0.08 -0.19
H 3.733432 -1.958002 -5.921672 -0.10 -0.11 0.21
H -0.742983 2.865896 -4.405365 -0.09 -0.15 0.28
C 1.633978 -4.097548 -3.994821 0.35 -0.08 -0.11
H 5.285456 -1.547784 -3.923469 0.13 0.00 0.10
O 4.892858 1.280300 3.854105 -1.22 -0.81 -0.12
H -1.798350 -4.114452 -0.979552 0.07 -0.14 0.36
C -2.898894 0.004721 2.776231 -0.32 -0.33 0.40
C -0.815084 2.180841 -3.550339 -0.22 -0.11 -0.17
C 2.638881 2.656771 3.911595 0.04 0.43 0.01
C 5.183175 -1.422913 3.595616 0.12 -0.23 -0.04
O 0.368616 1.175340 4.040072 1.27 -1.07 -0.27
C 2.754015 -1.548487 3.308522 0.91 -1.46 -0.50
C 6.510838 0.791132 -4.422947 0.12 0.18 -0.20
H -2.924783 -4.766746 -5.175235 0.24 0.38 0.09
C 2.736809 -2.019838 -1.248463 0.64 0.08 0.27
H -0.349332 -1.961055 -0.539531 0.22 0.03 0.07
C 4.022439 1.857079 -4.996527 0.31 0.37 0.30
H -6.291495 0.899945 5.307353 0.17 0.09 0.03
C 3.868829 0.613780 3.741844 0.43 0.45 0.02
C 2.975572 2.697855 -5.350675 -0.39 -0.20 -0.10
C 0.419174 2.250312 -2.630457 -0.20 0.10 -0.40
C -6.106674 -0.485790 3.014525 0.35 0.16 0.09
C -5.393771 1.117571 4.710876 0.17 -0.17 -0.17
H 2.171292 -5.034256 -6.721747 -0.07 0.23 -0.03
H 3.333916 -1.727423 -4.219344 -0.14 -0.08 -0.14
N 2.375127 -0.157960 -2.386347 -0.01 0.51 0.44
H 2.203216 -4.577657 0.523199 -0.23 -0.05 0.16
H 0.712804 -0.079935 -4.474507 -0.24 0.02 0.12
C 0.349327 -1.735380 3.604633 0.70 0.36 0.33
H 1.091694 -3.606769 -6.628498 0.18 -0.17 0.00
H -3.936299 -1.938106 5.388320 0.20 0.10 -0.25
H 3.792310 -5.470157 -4.935927 0.03 0.22 0.03
H 4.905931 1.879747 -5.635075 -0.30 0.01 0.38
C 1.840575 2.747136 -4.570845 0.54 0.45 -0.06
H 4.720166 -4.126243 -5.639335 -0.29 0.03 0.19
H -0.001001 0.340450 -1.724790 -0.01 0.10 0.16
C 1.391708 -3.596239 -2.670628 -0.03 -0.55 -0.10
H -2.819030 -4.028729 -2.810241 0.14 0.19 -0.22
H 6.258970 0.299328 -5.367661 0.04 0.08 0.05
H 0.908520 1.452129 -0.662515 0.00 -0.03 0.04
C 1.394320 0.535577 3.798346 -1.18 1.43 -0.01
C 1.449388 -1.103518 -2.829208 -0.63 -0.01 -2.11
C -1.048608 -1.340671 3.625763 -1.44 0.19 -0.12
H 2.730504 -3.471131 -7.284241 -0.02 -0.03 0.30
H -0.325582 -1.468319 -6.281433 -0.04 -0.39 0.22
H -1.273214 -5.657991 -0.285298 -0.03 0.37 0.07
C 3.066320 -0.720252 -1.329387 0.38 -0.58 0.53
C 1.447655 -0.920383 3.559260 -0.70 -0.46 -0.22
N 3.885949 -0.775909 3.618938 -0.61 0.31 -0.17
H 5.246172 -2.012523 2.681546 0.19 -0.11 0.19
H 5.949683 -0.654099 3.623557 -0.07 -0.07 -0.05
N 1.813065 -2.294488 -2.251993 -0.30 -0.05 0.36
C 2.958075 -2.132416 -5.158859 0.18 0.61 -0.18
H 5.072248 1.296970 -1.333663 0.26 0.07 -0.12
H 6.695687 1.855389 -4.607373 -0.08 -0.16 -0.02
H 6.054843 2.377365 -2.347864 -0.12 -0.25 0.10
H 1.062141 3.472126 -4.813639 0.32 -0.31 0.06
```
Positions in Å, forces in eV/Å.

total energy: -2559.229335 a.u.
gap between HOMO and LUMO: 5.23 eV
SMILES string: CC(C)(C)c1cccc(C(C)(C)C)c1N1C=CN(c2c(C(C)(C)C)cccc2C(C)(C)C)C1=Cc1ccccc1.CN1C(=O)C(=Cc2ccc(N(C)C)cc2)C(=O)N(C)C1=O